Formula: C29H46BrIrN3P2S
Source: OMol25
Level of theory: ωB97M-V/def2-TZVPD

- Multiplicity: 6
- Orbital gap (alpha / beta): 6.1 / 4.5 eV
- LUMO (alpha / beta): -12.03 / -15.16 eV
- Net charge: +4
- Electronic energy: -137539.1479 eV
- Highest occupied orbital energy (alpha / beta): -18.14 / -19.65 eV
- Largest force on an atom: 7.07 eV Å⁻¹
- ⟨S²⟩: 8.81

```
83
Properties=species:S:1:pos:R:3:forces:R:3
C -4.0193 0.7459 -0.4955 0.5 -0.9 -0.3
C -3.1531 -0.3745 -0.6220 -1.6 0.4 -1.3
C -3.3822 -1.2185 -1.7434 0.0 0.8 0.8
C -4.3967 -0.8959 -2.6477 -1.2 -0.8 -2.2
N -5.2014 0.1783 -2.5397 4.0 -1.1 3.8
C -5.0022 0.9637 -1.4630 -1.9 1.6 -0.6
C -2.0831 -0.6101 0.2837 1.3 0.2 1.0
C -1.3589 -1.0424 1.2467 -0.6 0.3 -1.0
C -1.2541 -1.8393 2.4418 0.1 -0.7 0.8
C -0.0160 -1.9674 3.1129 0.4 -0.5 0.7
C 0.1099 -2.7368 4.2736 0.8 0.9 -0.9
C -1.0211 -3.3932 4.7796 0.1 -1.1 1.7
C -2.2673 -3.2876 4.1377 -0.9 0.4 -0.9
C -2.3784 -2.5164 2.9786 -0.3 -0.3 0.4
Ir -0.0020 0.1725 0.1190 0.8 -0.5 0.9
P -0.0967 1.5170 -1.8014 -0.5 1.4 -2.4
H -2.7599 -2.1063 -1.8940 -0.5 0.3 -0.2
H -3.9005 1.4341 0.3469 -0.4 -0.1 -0.5
H -4.5699 -1.5426 -3.5200 0.1 0.2 0.3
H -5.6705 1.8318 -1.3698 0.2 -0.3 0.0
H -3.3448 -2.4285 2.4725 0.3 -0.1 0.3
H 0.8467 -1.4421 2.6925 -0.3 -0.4 0.3
H -3.1390 -3.8065 4.5465 0.3 0.2 -0.2
H 1.0737 -2.8277 4.7825 -0.3 0.0 -0.2
C 1.4884 2.3623 -2.3427 0.4 -0.3 1.0
C 1.6716 2.7672 -3.8110 -0.4 -0.1 -0.4
H 2.2907 1.6647 -2.0407 -0.2 0.3 -0.1
H 1.5970 3.2387 -1.6760 -0.1 -0.3 -0.2
H 2.6720 3.2118 -3.9642 -0.5 -0.2 0.2
H 1.5952 1.8924 -4.4795 0.1 0.4 0.2
H 0.9231 3.5071 -4.1361 0.3 -0.3 0.2
C -0.6690 0.5551 -3.3047 0.3 -0.5 0.6
C -1.4741 1.2488 -4.4100 -0.1 0.3 -0.1
H -1.2742 -0.2625 -2.8761 0.2 0.1 -0.2
H 0.2397 0.0791 -3.7159 -0.3 0.2 0.1
H -1.7658 0.5099 -5.1784 0.2 0.3 0.4
H -2.4063 1.6838 -4.0125 0.3 -0.1 -0.2
H -0.9033 2.0467 -4.9127 -0.3 -0.4 0.2
C -1.3480 2.8967 -1.6205 -0.1 -0.5 0.7
C -1.2794 4.1367 -2.5202 0.3 0.2 -0.3
H -1.2665 3.1995 -0.5630 -0.1 0.0 -0.2
H -2.3290 2.3942 -1.7056 0.3 0.2 0.0
H -2.0816 4.8459 -2.2462 0.4 -0.4 -0.1
H -0.3187 4.6680 -2.4026 -0.4 -0.2 0.0
H -1.4047 3.8905 -3.5863 0.0 0.1 0.5
Br -0.8683 -4.4459 6.3647 -0.2 1.1 -1.7
P 1.4775 -1.6265 -0.4498 1.7 -2.6 -1.2
C 2.1209 -1.6216 -2.2151 -0.7 0.7 0.0
C 3.3693 -2.4240 -2.6048 0.3 -0.3 0.3
H 2.2913 -0.5530 -2.4383 0.0 -0.3 0.0
H 1.2535 -1.9186 -2.8339 0.3 0.1 0.2
H 3.6069 -2.2627 -3.6726 -0.2 0.0 0.5
H 4.2503 -2.1035 -2.0223 -0.3 -0.1 -0.3
H 3.2367 -3.5066 -2.4525 0.0 0.5 -0.1
C 3.0363 -1.8290 0.5849 -0.2 0.9 0.4
C 3.6815 -3.2097 0.7611 -0.2 -0.5 -0.2
H 2.7623 -1.4290 1.5766 0.3 -0.3 -0.3
H 3.7569 -1.0989 0.1687 -0.2 -0.3 0.1
H 4.5541 -3.1401 1.4368 -0.4 0.1 -0.3
H 2.9725 -3.9236 1.2146 0.3 0.2 -0.2
H 4.0313 -3.6372 -0.1918 -0.1 0.2 0.4
C 0.5881 -3.2693 -0.2786 -0.6 0.5 0.4
C 1.0146 -4.4831 -1.1125 0.3 -0.1 -0.3
H -0.4676 -3.0211 -0.4917 0.3 -0.2 0.0
H 0.6126 -3.5034 0.8018 0.0 0.1 -0.3
H 0.3404 -5.3355 -0.9103 0.3 0.5 0.0
H 0.9569 -4.2711 -2.1944 0.0 -0.1 0.5
H 2.0418 -4.8109 -0.8849 -0.5 0.2 -0.1
S 1.6748 0.6969 1.8126 -0.1 -2.0 -2.8
C 0.8811 1.6985 2.8081 -0.1 5.6 4.3
N 0.9885 1.4841 4.2128 -0.3 -0.3 -3.7
C 1.1037 2.6072 5.1158 0.2 1.1 1.2
C 0.2497 3.7804 4.6344 -0.2 -0.1 0.0
C 0.6385 4.1537 3.2038 0.1 1.5 0.7
N 0.5664 3.0102 2.3229 0.3 -3.6 0.9
H 1.4176 0.5936 4.5235 -0.5 0.9 -0.6
H 2.1746 2.9182 5.1608 -0.6 -0.2 0.1
H 0.7900 2.3106 6.1384 0.2 0.0 -0.7
H 0.3938 4.6557 5.3051 -0.1 -0.6 -0.5
H -0.8165 3.4817 4.6554 0.4 0.3 0.1
H 1.6847 4.5417 3.1881 -0.7 -0.1 0.0
H -0.0300 4.9614 2.8358 0.4 -0.6 0.1
H 0.6926 3.1862 1.3143 0.0 -0.5 0.9
```
Forces are in eV/Å.

***

Formula: C29H46N2O5S
Source: OMol25
Level of theory: ωB97M-V/def2-TZVPD

- Multiplicity: 1
- Orbital gap: 9.1 eV
- ΔE to the lowest compared entry with this formula, charge and spin: 5.9097 eV
- LUMO: -0.69 eV
- Electronic energy: -54864.3374 eV
- Highest occupied orbital energy: -9.79 eV
- Largest force on an atom: 7.66 eV Å⁻¹
- Structure (SMILES): CCCCCCCCCCCCCCC[C@@H]1[C@@H](O)COS(=O)(=O)[C@]1(O)c1ccncc1.c1ccncc1

```
83
Properties=species:S:1:pos:R:3:forces:R:3
C -3.2609 5.2965 -2.7563 0.1 -0.4 -0.2
C -2.5028 3.9530 -2.2654 -0.4 0.6 -0.8
C -3.5205 2.7993 -1.8109 0.7 -0.3 0.5
C -3.4078 1.4611 -2.6823 -0.5 -0.1 0.3
C -4.4597 0.3398 -2.1582 1.0 1.0 -0.8
C -4.3191 -0.9810 -3.0407 -0.6 0.0 -0.2
C -5.1765 -2.2427 -2.5312 -0.5 0.4 -0.4
C -5.8117 -2.0923 -1.0735 0.3 -1.3 0.3
C -4.7643 -2.3384 0.1317 -1.0 0.0 0.0
C -3.9455 -3.7162 0.0096 0.2 0.4 1.5
C -2.3799 -3.4199 0.1739 0.1 0.1 0.0
C -1.6272 -3.0390 -1.1870 -0.7 -0.4 -0.5
C -0.2012 -3.7350 -1.3826 -0.3 0.8 0.4
C 0.8023 -3.5158 -0.1327 0.3 -1.0 -0.5
C 1.9312 -2.4191 -0.4020 -0.4 -0.8 -0.2
C 1.3830 -0.9681 -0.7872 0.7 0.0 -0.7
C 2.4703 -0.2970 -1.7755 -0.6 0.7 -0.1
O 1.9515 -0.4407 -3.1382 0.5 0.8 0.9
C 2.7574 1.2509 -1.5047 2.2 -0.4 -0.6
O 1.5771 2.0936 -1.4499 -0.1 -1.8 2.0
S 0.6905 1.7415 -0.0760 -6.4 4.0 1.5
O 0.8827 2.7103 1.0508 1.5 -2.8 -2.8
O -0.7645 1.8257 -0.4921 4.4 -1.0 0.1
C 0.9541 -0.0556 0.4531 0.5 -2.5 1.0
O -0.3704 -0.4973 0.8579 0.9 0.7 -0.4
C 1.8851 -0.1756 1.7346 2.5 0.0 3.6
C 1.3085 -0.3791 3.1352 2.7 0.3 -1.3
C 2.2375 -0.4962 4.3152 -0.7 0.0 -0.1
N 3.6441 -0.4151 4.4106 -3.4 0.4 -5.1
C 4.1249 -0.2320 3.0957 0.3 0.1 -0.9
C 3.4136 -0.1287 1.7753 -2.2 -0.2 1.9
H -4.3720 5.0742 -2.9528 1.6 0.5 0.3
H -2.7959 5.6612 -3.7409 -0.7 -0.4 1.5
H -3.1610 6.1208 -1.9734 -0.3 -1.1 -1.1
H -1.7798 4.2759 -1.4436 -0.9 -0.9 -1.1
H -1.9089 3.5832 -3.1741 -0.6 0.4 1.5
H -4.5904 3.1983 -1.8223 1.4 -0.6 0.0
H -3.2548 2.5230 -0.7276 -0.6 0.3 -1.5
H -3.5762 1.7002 -3.7955 0.1 -0.4 1.6
H -2.3636 1.0164 -2.5839 -1.2 0.7 -0.1
H -4.2258 0.2057 -1.0525 -0.4 -0.1 -1.4
H -5.4977 0.7965 -2.2592 1.1 -0.8 0.2
H -4.7107 -0.7295 -4.0937 0.8 -0.3 1.5
H -3.2295 -1.3024 -3.1643 -1.4 0.7 0.3
H -4.5078 -3.1640 -2.6467 -1.1 1.1 0.5
H -6.0545 -2.4177 -3.2566 1.3 0.3 1.0
H -6.3994 -1.1287 -0.9094 1.0 -1.2 -0.4
H -6.5857 -2.9418 -0.9718 1.1 1.2 -0.2
H -5.4123 -2.3958 1.0832 1.0 0.1 -1.3
H -4.0657 -1.4450 0.3011 -0.9 -1.3 -0.5
H -4.2464 -4.3437 0.9279 0.4 0.8 -1.4
H -4.2125 -4.3472 -0.8968 0.5 1.0 1.0
H -1.8706 -4.3172 0.6708 -0.6 1.2 -0.7
H -2.2990 -2.5232 0.8938 0.0 -1.5 -0.9
H -1.5816 -1.9000 -1.3050 0.1 -1.6 0.2
H -2.2942 -3.4199 -2.0469 1.0 0.6 1.2
H 0.2665 -3.2870 -2.3303 -0.5 -0.8 1.3
H -0.3722 -4.8478 -1.5604 0.3 1.4 0.3
H 1.3544 -4.5214 -0.0177 -0.7 1.6 0.0
H 0.2428 -3.3786 0.8616 0.7 0.0 -1.5
H 2.5296 -2.7900 -1.3147 -1.0 0.6 1.3
H 2.6541 -2.4493 0.4743 -0.9 0.4 -1.0
H 0.4348 -1.1059 -1.4243 1.4 0.4 1.0
H 3.4615 -0.8701 -1.7410 -1.3 0.9 0.1
H 1.7803 0.4558 -3.5006 0.0 -0.9 0.4
H 3.4371 1.4400 -0.5937 -1.2 -0.4 -1.2
H 3.3717 1.6266 -2.4037 -1.1 -0.4 1.3
H -0.3125 -1.3889 1.2602 0.4 0.6 -0.4
H 0.1849 -0.4423 3.2820 1.8 0.2 -0.1
H 1.7234 -0.6842 5.3253 0.8 0.4 -1.7
H 5.2699 -0.1508 3.0399 -1.9 -0.2 0.0
H 4.0065 -0.0143 0.8133 -0.7 -0.2 1.6
N 8.6429 3.6846 4.8272 -0.6 -0.3 -0.1
C 7.5720 3.9578 5.5884 0.5 0.0 -0.2
C 6.3286 3.3734 5.4089 0.0 -0.1 -0.1
C 6.1782 2.4549 4.3809 -0.1 0.0 0.0
C 7.2687 2.1555 3.5775 -0.1 0.1 0.1
C 8.4710 2.7918 3.8413 0.2 0.4 0.3
H 7.7390 4.6845 6.3767 -0.1 0.0 0.0
H 5.4993 3.6302 6.0559 0.0 0.0 0.0
H 5.2206 1.9772 4.2075 0.1 0.1 0.1
H 7.1874 1.4437 2.7651 0.0 0.0 0.0
H 9.3534 2.5884 3.2432 -0.1 0.0 0.0
```
Forces are in eV/Å.

***

Formula: C29H46N5O2OsSi
Source: OMol25
Level of theory: ωB97M-V/def2-TZVPD

- Multiplicity: 1
- Orbital gap: 6.1 eV
- ΔE to the lowest compared entry with this formula, charge and spin: 1.0094 eV
- LUMO: -3.63 eV
- Net charge: +1
- Electronic energy: -52702.4874 eV
- Highest occupied orbital energy: -9.77 eV
- Largest force on an atom: 0.98 eV Å⁻¹

```
84
Properties=species:S:1:pos:R:3:forces:R:3
Os -0.7792 0.3484 0.6961 -0.6 0.4 0.7
C -1.8910 -2.5382 0.3240 0.0 0.0 0.0
C -2.4000 -2.1950 1.7113 -0.1 0.0 0.0
N -2.1460 -0.7704 2.0568 0.2 -0.1 -0.1
C -1.7105 -0.6115 3.4687 0.0 0.0 0.0
C -0.3888 -1.3641 3.7382 0.0 0.0 -0.1
N 0.4074 -1.5386 2.5317 0.1 -0.1 0.2
C 0.6620 -2.8831 2.0506 0.0 0.0 0.0
C 0.5455 -2.8728 0.5326 0.1 0.0 -0.1
N -0.5424 -1.9812 0.0834 0.1 0.1 0.0
H -1.8884 -3.6256 0.2034 0.0 0.0 0.0
H -2.5527 -2.1188 -0.4295 0.0 0.0 0.0
H -3.4685 -2.4082 1.7737 0.0 0.0 0.0
H -1.9197 -2.8054 2.4682 0.0 0.0 0.0
H -3.0108 -0.2521 1.9377 0.0 0.0 0.0
H -1.5812 0.4542 3.6444 0.0 0.0 0.0
H -2.4918 -0.9884 4.1348 0.0 0.0 0.0
H 0.1595 -0.7927 4.4862 0.0 0.0 0.0
H -0.5999 -2.3399 4.1810 0.0 0.0 0.0
H 1.2547 -0.9963 2.5710 -0.1 0.1 -0.1
H 1.6528 -3.2549 2.3269 0.0 0.0 0.0
H -0.0578 -3.5730 2.4930 0.0 0.0 0.0
H 1.4619 -2.4923 0.0942 0.0 0.0 0.0
H 0.3838 -3.8856 0.1517 0.0 0.0 0.0
H -0.4432 -1.8570 -0.9205 0.0 0.0 0.0
C 3.8441 -0.9077 2.0663 0.0 0.0 0.0
O 2.9262 -0.9452 0.9808 0.0 -0.1 0.0
C 3.4545 -1.1410 -0.2721 0.0 0.0 0.0
C 4.6573 -1.8112 -0.4664 0.0 0.0 0.0
C 5.1191 -2.1075 -1.7382 0.0 0.0 0.0
C 4.3650 -1.7317 -2.8374 0.0 0.0 0.0
C 3.1888 -1.0309 -2.6497 0.0 0.0 0.0
C 2.7135 -0.6964 -1.3784 0.0 0.1 -0.1
N 1.5271 0.0470 -1.3354 -0.1 -0.3 0.3
C 0.9963 0.9406 -0.3598 -0.2 0.0 -0.3
C 1.9375 1.5560 0.6330 0.0 0.0 0.0
C 3.1617 2.1044 0.2734 0.0 0.1 0.0
C 3.9675 2.7024 1.2314 0.0 0.0 0.0
C 3.5377 2.7527 2.5533 0.0 0.0 0.0
C 2.3211 2.2022 2.9244 0.0 0.0 0.0
C 1.5143 1.5917 1.9624 0.0 0.0 0.0
O 0.3619 0.9938 2.3172 0.0 -0.3 -0.1
H 3.3018 -0.5015 2.9187 0.0 0.0 0.0
H 4.6810 -0.2443 1.8425 0.0 0.0 0.0
H 4.2161 -1.9046 2.3138 0.0 0.0 0.0
H 5.2345 -2.1261 0.3909 0.0 0.0 0.0
H 6.0548 -2.6345 -1.8615 0.0 0.0 0.0
H 4.6995 -1.9594 -3.8403 0.0 0.0 0.0
H 2.6214 -0.6943 -3.5107 0.0 0.0 0.0
H 0.9730 -0.0103 -2.1742 0.1 0.1 -0.1
H 0.5191 1.7425 -0.9276 0.1 0.0 -0.1
H 3.4817 2.0634 -0.7616 0.0 0.0 0.0
H 4.9157 3.1387 0.9483 0.0 0.0 0.0
H 4.1590 3.2245 3.3039 0.0 0.0 0.0
H 1.9819 2.2319 3.9528 0.0 0.0 0.0
C -4.4892 0.1105 -4.0667 0.0 0.0 0.0
Si -2.7111 -0.4464 -3.9809 0.0 0.0 0.0
C -1.6416 0.5627 -5.1306 0.0 0.0 0.0
C -2.5564 -2.2674 -4.3652 0.0 0.0 0.0
C -2.1014 -0.1843 -2.2555 0.0 0.0 0.0
C -1.7083 -0.0101 -1.1162 0.0 -0.1 0.0
H -4.8719 0.0234 -5.0857 0.0 0.0 0.0
H -4.5895 1.1535 -3.7606 0.0 0.0 0.0
H -5.1242 -0.4943 -3.4168 0.0 0.0 0.0
H -1.9702 0.4467 -6.1656 0.0 0.0 0.0
H -0.5967 0.2495 -5.0775 0.0 0.0 0.0
H -1.6884 1.6247 -4.8823 0.0 0.0 0.0
H -2.8519 -2.4704 -5.3968 0.0 0.0 0.0
H -3.1961 -2.8658 -3.7133 0.0 0.0 0.0
H -1.5275 -2.6118 -4.2414 0.0 0.0 0.0
C -3.4724 2.9619 1.5827 0.0 -0.1 0.0
C -2.2311 3.0805 0.6975 -0.2 0.1 -0.1
C -1.2205 4.0796 1.2761 0.0 0.0 0.0
C -2.6043 3.4106 -0.7499 0.0 0.0 0.0
N -1.5547 1.8145 0.6938 0.7 0.0 -0.2
H -4.0089 3.9098 1.5658 0.0 0.0 0.0
H -3.1959 2.7414 2.6147 0.0 0.0 0.0
H -4.1421 2.1844 1.2117 0.0 0.0 0.0
H -1.7336 5.0242 1.4572 0.0 0.0 0.0
H -0.3993 4.2494 0.5805 0.0 0.0 0.0
H -0.8093 3.7142 2.2172 0.0 0.0 0.0
H -3.0612 4.4001 -0.7661 0.0 0.0 0.0
H -3.3109 2.6835 -1.1482 0.0 0.0 0.0
H -1.7204 3.4226 -1.3869 0.0 0.0 0.0
```
Forces are in eV/Å.